78
Properties=species:S:1:pos:R:3:forces:R:3:mulliken_charge:R:1 method="wB97M-V/def2-TZVPD" energy_ha=-2729.4620 fmax_ev_per_a=2.8 multiplicity=1 charge=0 relative_energy_kcal_mol=20.4
Mg -0.14279 1.55180 0.67099 0.757 -0.456 1.162 1.46
C -1.85096 1.07824 -2.70152 -0.653 -0.904 -0.945 -0.43
C -1.80437 -0.24110 -2.42985 -1.021 0.724 -1.186 -0.11
C -1.22129 -1.25063 -3.39099 -0.225 -0.433 0.173 -1.26
C 0.16346 -0.91815 -3.94572 0.634 -0.187 -0.461 -1.41
C 1.03091 -0.05059 -3.06107 0.664 0.529 -0.856 0.14
C 0.97329 1.29217 -2.99416 1.042 -0.909 -1.396 0.18
C 0.14489 2.12248 -3.92270 -0.823 0.570 0.011 -1.04
C -1.32309 1.66335 -3.99228 -0.349 0.262 -0.315 -1.05
C 1.49684 0.05673 2.95215 0.023 0.523 1.481 -1.22
H -2.49386 1.74834 -2.13583 0.223 -0.339 -0.015 0.71
H -2.46749 -0.64815 -1.67318 0.430 0.154 0.210 0.82
H -1.90082 -1.40469 -4.25629 0.136 0.168 0.485 0.49
H -1.14936 -2.23547 -2.90999 -0.177 0.241 0.109 0.15
H 0.69786 -1.86332 -4.12464 -0.114 0.189 0.186 0.51
H 0.06358 -0.50942 -4.96060 0.083 0.325 0.320 0.31
H 1.90746 -0.58407 -2.67101 -0.501 0.398 0.345 0.92
H 1.77764 1.84277 -2.53127 -0.165 -0.187 0.335 -0.46
H 0.53767 2.14373 -4.95737 0.166 -0.212 0.461 0.36
H 0.15246 3.17597 -3.60673 0.116 -0.241 0.115 0.30
H -1.94412 2.53412 -4.26137 0.163 -0.248 0.149 0.49
H -1.45968 0.96751 -4.83543 0.046 0.031 0.416 0.33
H 0.87157 0.95940 3.03379 -0.014 -0.346 0.138 0.11
H 2.26961 0.14131 3.76807 -0.468 -0.206 -1.032 0.32
H 0.83239 -0.78818 3.19536 0.287 0.212 -0.297 0.52
P -1.65396 -0.79648 1.11532 1.453 0.781 -0.072 0.76
P 2.17725 -0.01042 1.31872 -1.280 -0.408 -1.532 1.29
C -0.22677 -1.18622 0.06014 -2.475 -1.369 0.126 -0.25
C 1.08393 -0.71392 0.07735 1.357 1.202 0.680 -0.97
C -2.62893 -2.27833 1.33719 -0.212 -0.509 -0.053 -0.07
C -2.91134 -3.14601 0.27510 -0.249 -0.080 0.547 0.04
C -3.65683 -4.29654 0.52656 -0.022 -0.036 0.071 -0.69
C -4.08309 -4.58953 1.82776 0.037 0.363 0.200 -0.54
C -3.77671 -3.72889 2.89599 -0.068 -0.068 -0.196 -0.54
C -3.04564 -2.56590 2.65579 0.110 0.018 -0.637 -0.42
C -2.77325 0.49455 0.37348 0.338 -0.110 -0.806 0.80
C -2.27714 1.81935 0.07523 -0.882 0.133 0.305 -0.59
C -3.11204 2.93560 0.26573 0.538 -0.348 -0.577 -0.85
C -4.48493 2.74934 0.31628 -0.065 -0.185 0.312 -0.65
C -5.00304 1.43950 0.28588 0.271 0.138 -0.209 -0.71
C -4.17302 0.31196 0.36171 0.331 0.825 0.144 -0.47
C 3.61436 -1.02657 1.45183 1.056 -0.379 -0.292 0.01
C 3.37324 -2.34978 1.86606 0.360 0.127 0.030 -0.43
C 4.45294 -3.19919 2.09985 -0.065 0.280 -0.235 -0.70
C 5.75082 -2.72677 1.84742 0.012 0.213 -0.062 -0.41
C 5.98870 -1.42912 1.36676 -0.224 -0.146 -0.123 -0.72
C 4.90538 -0.56681 1.15164 -0.081 -0.544 0.203 -0.12
C 2.62218 1.68936 0.78053 0.348 0.827 0.058 -0.19
C 2.52329 2.79731 1.66461 0.612 -0.127 -0.350 -0.25
C 2.76680 4.09334 1.19728 0.143 -0.273 0.398 -0.64
C 3.10424 4.33535 -0.13636 -0.072 -0.543 -0.070 -0.64
C 3.22948 3.25246 -1.01284 0.097 -0.147 0.372 -0.64
C 3.03114 1.94494 -0.54919 0.146 -0.150 0.173 -0.64
H -0.45390 -2.00515 -0.63768 0.386 0.446 -0.103 0.52
H 1.60956 -0.96312 -0.85524 0.211 0.277 0.777 0.23
H -2.54182 -2.91107 -0.72509 -0.205 -0.125 0.210 0.14
H -3.91573 -4.96046 -0.29782 0.076 0.070 0.232 0.41
H -4.67714 -5.48408 2.01981 0.197 0.210 -0.097 0.36
H -4.11618 -3.95199 3.91447 0.154 0.014 -0.485 0.40
H -2.76623 -1.86414 3.45041 -0.192 -0.345 -0.203 0.33
H -1.36008 2.09620 -0.54337 -1.471 -0.601 0.676 0.14
H -2.60291 3.90947 0.29621 -0.656 -0.260 -0.321 0.41
H -5.13631 3.62524 0.32914 0.071 -0.397 0.130 0.38
H -6.07325 1.30676 0.18754 -0.004 -0.029 0.093 0.42
H -4.58225 -0.70986 0.33796 0.182 0.615 0.372 0.44
H 2.33853 -2.69266 1.97326 0.399 0.085 0.123 0.36
H 4.27208 -4.22369 2.45077 0.208 0.507 -0.205 0.39
H 6.59289 -3.39574 1.99874 -0.080 0.102 0.029 0.37
H 7.00711 -1.08732 1.12849 -0.543 -0.300 0.191 0.38
H 5.03953 0.42901 0.72080 0.056 -0.282 0.354 0.33
H 2.29829 2.61751 2.71688 -0.077 0.213 -0.294 0.38
H 2.72905 4.92935 1.89511 -0.106 -0.238 -0.131 0.43
H 3.32568 5.34513 -0.47684 -0.170 -0.211 0.068 0.42
H 3.51060 3.43386 -2.05445 -0.071 -0.165 0.363 0.44
H 3.15162 1.10344 -1.23986 -0.039 0.311 0.270 0.79
S -1.54096 1.41795 3.42289 -0.353 0.936 0.586 -0.24
C -1.19843 0.39366 4.70212 0.964 -1.584 1.000 0.60
N -0.88862 -0.39507 5.53159 -0.712 1.605 -1.636 -0.74